Record 1
Entry from OMol25: CHBr3 as an isolated structure at a distorted geometry (ωB97M-V with the def2-TZVPD basis set).

```
! RIJCOSX wB97M-V def2-TZVPD def2/J DEFGRID3
* xyz 0 1
C -0.00397 0.19247 0.16621
Br 1.44243 -0.22718 -1.13407
Br -0.11780 -1.47689 1.31359
Br -1.68384 0.38429 -0.93547
H 0.36318 1.12731 0.58974
*
```

The value obtained for the energy is -7760.7137 a.u. For the orbital gap, the calculation gives 9.76 eV.



Record 2
Entry from OMol25: one molecule with the formula CHBr3 at a distorted geometry (ωB97M-V with the def2-TZVPD basis set).

```
! RIJCOSX wB97M-V def2-TZVPD def2/J DEFGRID3
* xyz 0 1
Br 0.58981 0.63279 1.89308
C -0.13244 0.05848 0.00946
Br -0.53624 -1.95565 -0.21841
Br 1.16014 0.71826 -1.47005
H -1.08129 0.54614 -0.21409
*
```

The structure (SMILES) is BrC(Br)Br. The value obtained for the energy is -7760.7054 a.u. For the orbital gap, the calculation gives 9.38 eV.



Question: The highest energy belongs to which entry?
Answer: number 2